(1)
7
Properties=species:S:1:pos:R:3 method="wB97M-V/def2-TZVPD" smiles="O=S1#CN1.[H][H]" energy_ev=-15453.6271 fmax_ha_per_bohr=0.0312 spin_multiplicity=1 e_above_lowest_ev=5.182 orbital_gap_ev=8.9
O -1.80831 -1.41783 -0.22085
S -1.90617 -0.01620 0.14499
C -0.17045 0.72657 0.67642
N -0.42672 1.01737 -0.51875
H 0.12306 1.20010 -1.35115
H 2.25301 -0.69682 0.28841
H 1.93559 -0.81318 0.98092

=====

(2)
89
Properties=species:S:1:pos:R:3 method="wB97M-V/def2-TZVPD" smiles=COC[C@H](C)N.CC(C)O.CC(C)O.CC(C)O.CC(C)O.CC(C)O.CO.CO energy_ev=-40598.8672 fmax_ha_per_bohr=0.0643 spin_multiplicity=1 e_above_lowest_ev=2.190 orbital_gap_ev=9.9
C -13.79574 -20.30609 -0.04764
O -13.59324 -19.42771 1.05217
C -12.74994 -18.35578 0.77520
C -12.66165 -17.51271 2.11448
C -11.86388 -16.22437 1.92157
N -12.05044 -18.30386 3.11392
H -12.93337 -20.96974 -0.11061
H -14.06212 -19.78948 -0.96974
H -14.66495 -20.94078 0.12484
H -11.76142 -18.75551 0.54904
H -13.19727 -17.72515 0.00689
H -13.63969 -17.28831 2.54014
H -11.92853 -15.72096 2.88620
H -12.16008 -15.46177 1.20130
H -10.78786 -16.32932 1.78274
H -12.48688 -18.05955 3.99138
H -12.53392 -19.16479 2.90144
C -21.41967 -11.19181 0.91562
C -20.24794 -10.39769 1.44939
C -19.15104 -11.31408 1.87993
O -19.61111 -9.60925 0.42768
H -22.40891 -10.74606 0.81167
H -21.64098 -12.04923 1.55119
H -21.18261 -11.70926 -0.01398
H -20.56776 -9.81980 2.31649
H -19.39790 -11.88854 2.77277
H -18.24715 -10.75547 2.12289
H -18.86395 -11.93767 1.03328
H -20.21243 -9.24357 -0.22522
C -14.09399 -3.39431 -7.11143
C -14.51698 -4.01370 -5.76445
C -14.72983 -2.82680 -4.76410
O -15.65442 -4.80753 -5.77447
H -14.45148 -2.38372 -7.30895
H -14.46348 -4.11452 -7.84141
H -13.00835 -3.32361 -7.17843
H -13.75808 -4.66203 -5.32647
H -13.77527 -2.31099 -4.65989
H -14.91008 -3.22146 -3.76417
H -15.61167 -2.19589 -4.87550
H -16.37393 -4.37571 -5.30818
C -8.59458 -10.09669 -10.39785
C -7.71884 -8.88683 -10.88484
C -8.55124 -7.77486 -11.49295
O -6.82728 -8.46300 -9.90881
H -9.21239 -10.38048 -11.24983
H -9.27635 -9.78777 -9.60548
H -8.06260 -11.01398 -10.14553
H -7.09037 -9.22026 -11.71065
H -9.44892 -7.55037 -10.91686
H -8.88955 -8.19934 -12.43818
H -8.04045 -6.82931 -11.67497
H -7.37860 -7.85621 -9.40935
C -5.75212 -14.15238 -1.74306
C -6.83378 -15.04163 -2.31192
C -8.04529 -14.27413 -3.03313
O -6.26138 -15.67901 -3.42950
H -5.78307 -13.15341 -2.17804
H -4.77926 -14.62825 -1.86631
H -5.98216 -14.18857 -0.67822
H -7.22538 -15.69505 -1.53231
H -8.78867 -15.06706 -3.11535
H -7.82950 -13.95283 -4.05210
H -8.43767 -13.42084 -2.47993
H -6.18672 -16.61593 -3.23404
C -15.04513 -11.50745 -4.39546
C -15.56880 -12.14096 -5.70906
C -16.32049 -13.47871 -5.46681
O -16.37628 -11.23859 -6.32992
H -14.27075 -10.75953 -4.56589
H -14.87092 -12.28223 -3.64882
H -15.81857 -10.87508 -3.95958
H -14.75373 -12.42872 -6.37310
H -17.12908 -13.34219 -4.74873
H -15.66441 -14.21724 -5.00613
H -16.60206 -14.00323 -6.37988
H -16.35536 -10.37836 -5.90428
C -21.85324 -15.99891 -10.28913
O -21.01154 -15.75930 -11.40509
H -21.91660 -17.05220 -10.01590
H -21.59198 -15.46967 -9.37275
H -22.80184 -15.51057 -10.51224
H -20.63848 -14.90275 -11.18429
C -18.23449 -10.27230 -12.39635
O -18.87384 -10.92306 -11.28446
H -17.55796 -10.98464 -12.86856
H -18.91657 -9.87906 -13.15016
H -17.55567 -9.46241 -12.12919
H -18.45474 -10.73921 -10.44057

=====

(3)
69
Properties=species:S:1:pos:R:3 method="wB97M-V/def2-TZVPD" energy_ev=-76083.5184 fmax_ha_per_bohr=0.1245 spin_multiplicity=1 e_above_lowest_ev=2.185 orbital_gap_ev=7.8 total_charge=+1
Cu 0.09928 -0.82907 -0.44548
C -2.58872 1.52593 0.83652
C -2.30872 1.62193 2.28852
C -3.58972 2.24293 2.92052
O -3.56072 3.61693 2.47452
C -2.89272 4.48793 3.35852
N -2.34472 0.28093 2.91952
H -1.68172 1.23993 0.31452
H -2.98772 2.49093 0.52652
H -3.52072 0.90693 0.76152
H -1.49172 2.25893 2.46052
H -3.67672 2.18393 4.01052
H -4.48872 1.83193 2.53452
H -2.57072 5.43593 2.91552
H -1.96572 4.05093 3.76552
H -3.50872 4.71393 4.16352
H -3.38072 0.06893 2.93152
H -2.13372 0.46093 3.93952
C 1.06928 -2.05407 -3.62448
C 1.29528 -2.97607 -2.48348
C 2.69428 -3.52407 -2.30148
O 3.52228 -2.39207 -2.03648
C 4.38028 -1.97407 -3.04248
N 1.13228 -2.32707 -1.20948
H 0.01728 -1.73107 -3.50948
H 1.26628 -2.55907 -4.63348
H 1.72428 -1.17307 -3.59448
H 0.69528 -3.84907 -2.54848
H 3.04628 -4.11707 -3.11648
H 2.77228 -4.10707 -1.34748
H 5.26828 -2.59207 -3.18048
H 4.72028 -0.97307 -2.79548
H 3.91428 -1.86007 -4.03748
H 1.98628 -1.86407 -0.92948
H 1.08228 -3.04107 -0.47548
C -3.28772 -2.39707 0.32952
C -2.01272 -1.87907 -0.31748
C -2.30672 -0.89207 -1.41048
O -1.01472 -0.39607 -1.69948
C -0.89272 0.93493 -2.26548
N -1.32872 -1.28507 0.72352
H -3.97072 -1.66807 0.52152
H -3.12772 -3.13107 1.14552
H -3.75872 -3.05707 -0.47048
H -1.54572 -2.71507 -0.80948
H -3.05072 -0.15807 -1.09148
H -2.63472 -1.40107 -2.25148
H -1.12372 0.86093 -3.36248
H 0.03928 1.35593 -2.23448
H -1.53172 1.62393 -1.75148
H -1.04972 -2.11007 1.31552
H -1.83972 -0.63607 1.37352
C 2.63428 0.54193 -1.27548
C 2.17828 0.31793 0.15752
C 2.94828 1.38393 1.01352
O 2.38028 1.50793 2.24852
C 3.06428 2.35593 3.04252
N 0.76828 0.66593 0.40952
H 2.11328 -0.13207 -1.85248
H 3.66228 0.33093 -1.43248
H 2.28728 1.49993 -1.57648
H 2.26028 -0.75407 0.43252
H 3.01528 2.36893 0.57952
H 3.99328 1.22993 1.05452
H 3.23628 1.72893 3.95252
H 2.53628 3.29393 3.26352
H 4.00328 2.78393 2.85652
H 0.66328 1.62893 0.14652
H 0.69928 0.72093 1.42452

=====

(4)
9
Properties=species:S:1:pos:R:3 method="wB97M-V/def2-TZVPD" energy_ev=-9488.7358 fmax_ha_per_bohr=0.0350 spin_multiplicity=2 e_above_lowest_ev=0.000 orbital_gap_ev="5.6 / 7.3"
O -1.10296 0.82832 0.05335
C 0.20127 1.24467 0.32002
C -1.17561 -0.55092 0.01747
O 0.68561 2.25275 -0.22582
O 1.02001 -0.25446 0.19519
C 0.01937 -1.14242 0.14757
Li 2.28046 0.82630 -0.54292
H -2.16475 -0.99467 -0.04496
H 0.23659 -2.20957 0.08010

=====

(5)
18
Properties=species:S:1:pos:R:3 method="wB97M-V/def2-TZVPD" smiles=NCNCCC[S-] energy_ev=-18142.2162 fmax_ha_per_bohr=0.0350 spin_multiplicity=1 e_above_lowest_ev=0.882 orbital_gap_ev=6.0 total_charge=-1
N 0.43079 0.32130 2.93851
C 0.47030 -0.30137 1.63354
N -0.73426 -0.12163 0.83677
C -0.81678 -0.83371 -0.43430
C -0.59799 0.02006 -1.72036
C 0.84469 0.50134 -1.82216
S 1.11569 1.68248 -3.16215
H 0.48954 1.32313 2.83955
H -0.42038 0.04720 3.38730
H 1.35214 0.02772 1.07594
H 0.54078 -1.37667 1.80473
H -0.97814 0.83510 0.61831
H -0.23051 -1.75637 -0.49981
H -1.84666 -1.22024 -0.50232
H -1.29876 0.85118 -1.64889
H -0.83979 -0.65834 -2.54153
H 1.01879 1.02375 -0.87326
H 1.50055 -0.36494 -1.92986

=====

(6)
29
Properties=species:S:1:pos:R:3 method="wB97M-V/def2-TZVPD" energy_ev=-33777.9999 fmax_ha_per_bohr=0.0890 spin_multiplicity=1 e_above_lowest_ev=5.240 orbital_gap_ev=7.5 total_charge=+1
C -1.43910 3.20380 2.18528
C -0.55571 2.69106 1.21334
C -2.10319 2.23786 2.90439
C -0.53430 1.36669 1.17281
C 0.91259 -0.06607 0.37868
C 0.98053 -2.93660 0.71702
C 0.37780 1.12504 -2.05062
C -0.99790 -0.93526 -0.65665
C 1.05822 -2.30621 -0.62751
C 0.92122 -0.27768 -2.09165
N 0.46761 -0.94976 -0.71913
S 2.29054 -0.00691 1.21063
S -1.43289 0.67696 2.49714
H -1.71420 4.26491 2.29445
H -0.15063 3.33521 0.45080
H -3.01497 2.19040 3.42121
H 1.80718 -2.59307 1.41234
H -0.08220 -2.78756 1.12248
H 1.21010 -4.08858 0.60873
H 1.13952 1.72194 -1.40870
H 0.62731 1.67931 -3.01331
H -0.65549 1.27931 -1.72128
H -1.40418 -0.94873 -1.70663
H -1.31932 -1.74091 -0.14935
H -1.34810 -0.02895 -0.13197
H 0.27984 -2.82653 -1.31818
H 2.07061 -2.28760 -0.99516
H 1.98728 -0.10771 -2.12755
H 0.62182 -0.88435 -2.87160